C38H53BCdGeN9O5S2 | wB97M-V/def2-TZVPD

Atoms and positions in Å:
1 Cd -0.596 -0.329 -0.239
2 C -4.512 0.768 -0.803
3 C -3.417 1.609 -0.965
4 N -2.397 0.946 -1.505
5 N -2.792 -0.314 -1.678
6 C -4.079 -0.466 -1.283
7 B -2.063 -1.248 -2.659
8 N -1.664 -2.532 -1.914
9 C -1.895 -3.824 -2.205
10 C -1.355 -4.596 -1.200
11 C -0.815 -3.674 -0.304
12 N -1.003 -2.436 -0.748
13 N -0.808 -0.527 -3.145
14 C -0.501 -0.062 -4.363
15 C 0.731 0.552 -4.296
16 C 1.111 0.427 -2.962
17 N 0.174 -0.219 -2.276
18 N -3.091 -1.531 -3.743
19 C -3.065 -2.297 -4.855
20 C -4.344 -2.346 -5.368
21 C -5.118 -1.564 -4.495
22 N -4.336 -1.087 -3.556
23 H -5.474 1.000 -0.396
24 H -3.321 2.656 -0.750
25 H -4.566 -1.421 -1.227
26 H -2.421 -4.118 -3.091
27 H -1.342 -5.664 -1.135
28 H -0.334 -3.873 0.637
29 H -1.166 -0.178 -5.196
30 H 1.272 1.018 -5.092
31 H 2.022 0.751 -2.493
32 H -2.156 -2.743 -5.210
33 H -4.687 -2.856 -6.244
34 H -6.160 -1.318 -4.538
35 C 0.986 7.762 4.389
36 C -0.305 7.071 4.110
37 C -1.041 7.353 2.957
38 C -2.262 6.738 2.731
39 C -2.728 5.829 3.660
40 C -2.021 5.526 4.812
41 C -0.801 6.137 5.026
42 S -4.289 5.006 3.422
43 O -5.145 5.261 4.531
44 O -4.755 5.196 2.083
45 N -3.803 3.376 3.588
46 C -3.157 2.842 2.412
47 C -3.027 1.329 2.508
48 C -2.034 0.740 1.521
49 O -2.108 -0.481 1.283
50 O -1.119 1.452 1.031
51 H 1.200 8.516 3.638
52 H 1.807 7.045 4.413
53 H 0.955 8.237 5.370
54 H -0.662 8.067 2.242
55 H -2.848 6.945 1.849
56 H -2.440 4.822 5.514
57 H -0.235 5.916 5.920
58 H -4.605 2.831 3.881
59 H -2.165 3.300 2.341
60 H -3.723 3.124 1.515
61 H -3.988 0.833 2.364
62 H -2.666 1.066 3.506
63 C 3.260 -5.764 4.821
64 C 2.891 -4.338 4.429
65 C 1.559 -4.307 3.687
66 C 1.071 -2.886 3.435
67 Ge 2.233 -1.795 2.211
68 C 2.624 -2.295 0.313
69 C 3.715 -3.368 0.222
70 C 3.905 -3.878 -1.207
71 C 2.725 -4.679 -1.744
72 H 4.214 -5.794 5.341
73 H 3.323 -6.401 3.941
74 H 2.508 -6.182 5.487
75 H 3.670 -3.904 3.788
76 H 2.819 -3.721 5.328
77 H 0.812 -4.835 4.284
78 H 1.652 -4.847 2.742
79 H 1.004 -2.350 4.384
80 H 0.076 -2.903 2.980
81 H 3.419 -1.068 2.864
82 H 2.935 -1.397 -0.234
83 H 1.695 -2.649 -0.137
84 H 3.471 -4.213 0.871
85 H 4.663 -2.947 0.568
86 H 4.789 -4.516 -1.219
87 H 4.105 -3.030 -1.864
88 H 2.539 -5.553 -1.124
89 H 2.957 -5.037 -2.744
90 H 1.816 -4.080 -1.801
91 C 1.636 -0.709 8.577
92 C 1.429 -0.244 7.178
93 C 0.143 -0.043 6.681
94 C -0.050 0.317 5.364
95 C 1.038 0.506 4.519
96 C 2.329 0.372 5.013
97 C 2.512 -0.021 6.327
98 S 0.545 0.929 2.851
99 C 1.759 2.205 2.474
100 O 1.020 -0.246 1.920
101 H 0.769 -0.492 9.194
102 H 2.524 -0.269 9.024
103 H 1.771 -1.791 8.583
104 H -0.707 -0.170 7.330
105 H -1.045 0.459 4.973
106 H 3.191 0.575 4.396
107 H 3.515 -0.148 6.702
108 H 2.765 1.802 2.507
109 H 1.637 2.999 3.202
110 H 1.513 2.565 1.480

As for the orbital gap (alpha / beta): 8.06 / 4.21 eV. The energy above the lowest of the compared OMol25 structures with the same formula, charge and spin comes out at 51.7 kcal per mole. The expectation value of S² is 0.77. The charge is +2. The calculation puts the calculated total energy at -5414.2268 hartree. Its spin multiplicity is 2.



C38H54AlAsN2PS2Si | wB97M-V/def2-TZVPD

Atoms and positions in Å:
1 Al -0.341 -0.600 -1.309
2 S 1.785 -0.438 -1.988
3 C 2.440 1.212 -1.830
4 C 3.827 1.318 -1.813
5 C 4.429 2.564 -1.747
6 C 3.650 3.711 -1.690
7 C 2.269 3.605 -1.697
8 C 1.649 2.360 -1.771
9 As -0.272 2.134 -1.838
10 C -0.555 2.088 -3.763
11 C 0.487 1.886 -4.661
12 C 0.233 1.807 -6.023
13 C -1.065 1.926 -6.499
14 C -2.110 2.127 -5.610
15 C -1.857 2.202 -4.249
16 C -0.850 3.920 -1.332
17 C -1.345 4.864 -2.221
18 C -1.746 6.109 -1.754
19 C -1.658 6.411 -0.404
20 C -1.161 5.470 0.488
21 C -0.767 4.226 0.025
22 H 4.424 0.415 -1.860
23 H 5.509 2.635 -1.743
24 H 4.119 4.685 -1.650
25 H 1.662 4.500 -1.647
26 H 1.505 1.793 -4.303
27 H 1.053 1.660 -6.713
28 H -1.261 1.866 -7.562
29 H -3.125 2.226 -5.976
30 H -2.680 2.357 -3.559
31 H -1.400 4.638 -3.278
32 H -2.126 6.842 -2.452
33 H -1.976 7.382 -0.045
34 H -1.084 5.703 1.543
35 H -0.380 3.480 0.711
36 C -3.499 0.877 -1.005
37 Si -2.753 -0.697 -1.773
38 C -3.352 -2.172 -0.727
39 C -3.503 -0.936 -3.500
40 H -4.590 0.876 -1.039
41 H -3.153 1.773 -1.524
42 H -3.191 0.975 0.039
43 H -4.435 -2.300 -0.790
44 H -3.085 -2.052 0.325
45 H -2.895 -3.099 -1.082
46 H -4.549 -0.624 -3.500
47 H -3.472 -1.985 -3.804
48 H -2.975 -0.360 -4.260
49 C -0.631 -4.766 -0.790
50 P 0.078 -3.224 -1.500
51 C -0.338 -3.440 -3.265
52 C 1.856 -3.593 -1.365
53 C 2.437 -3.367 -0.117
54 C 3.794 -3.550 0.074
55 C 4.589 -3.953 -0.991
56 C 4.017 -4.196 -2.230
57 C 2.653 -4.019 -2.419
58 H -0.253 -5.612 -1.363
59 H -1.719 -4.741 -0.852
60 H -0.336 -4.879 0.252
61 H 0.006 -4.406 -3.633
62 H 0.105 -2.633 -3.851
63 H -1.424 -3.388 -3.363
64 H 1.813 -3.010 0.699
65 H 4.241 -3.363 1.042
66 H 5.656 -4.070 -0.855
67 H 4.638 -4.521 -3.054
68 H 2.229 -4.196 -3.398
69 C -1.657 -2.405 4.987
70 C -0.365 -2.951 5.598
71 C 0.635 -3.537 4.593
72 C 1.401 -2.517 3.754
73 N 0.547 -1.883 2.750
74 C 0.419 -0.617 2.392
75 S -0.574 -0.240 1.020
76 N 0.920 0.410 3.063
77 C 1.261 0.519 4.483
78 C 0.946 1.931 4.967
79 C -0.535 2.307 4.863
80 C -1.429 1.490 5.793
81 H -2.341 -2.088 5.775
82 H -2.160 -3.178 4.402
83 H -1.484 -1.548 4.336
84 H -0.628 -3.747 6.297
85 H 0.129 -2.172 6.187
86 H 0.117 -4.234 3.925
87 H 1.382 -4.115 5.139
88 H 2.217 -3.024 3.231
89 H 1.844 -1.760 4.394
90 H 0.025 -2.522 2.171
91 H 0.780 1.290 2.592
92 H 2.322 0.307 4.635
93 H 0.673 -0.203 5.051
94 H 1.553 2.641 4.396
95 H 1.263 2.002 6.009
96 H -0.886 2.191 3.833
97 H -0.629 3.365 5.113
98 H -1.461 0.437 5.503
99 H -2.451 1.868 5.764
100 H -1.077 1.554 6.824

As for the orbital gap: 8.36 eV. The energy above the lowest of the compared OMol25 structures with the same formula, charge and spin comes out at 9.3 kcal per mole. The charge is +1. The calculation puts the calculated total energy at -5495.2678 hartree.



C38H54BF3N7O6S5Sn | wB97M-V/def2-TZVPD

Atoms and positions in Å:
1 Sn 0.532 0.172 -2.446
2 C 0.562 4.238 1.527
3 C -0.221 2.975 1.391
4 C -1.343 2.734 2.108
5 C -2.059 1.525 1.907
6 N -1.616 0.617 1.100
7 N -0.469 0.806 0.431
8 B 0.029 -0.462 -0.314
9 N -1.061 -1.550 -0.185
10 N -0.913 -2.243 0.955
11 C -1.659 -3.271 1.188
12 C -2.633 -3.692 0.243
13 C -2.822 -2.976 -0.889
14 C -3.802 -3.377 -1.942
15 C -2.027 -1.787 -1.088
16 S -2.266 -0.791 -2.419
17 C -1.415 -4.027 2.484
18 C -0.317 -3.348 3.302
19 C -2.711 -4.063 3.303
20 C -0.974 -5.455 2.141
21 N 1.313 -0.994 0.348
22 N 1.711 -0.280 1.409
23 C 2.765 -0.634 2.069
24 C 3.518 -1.776 1.684
25 C 3.098 -2.544 0.652
26 C 3.845 -3.755 0.209
27 C 1.886 -2.171 -0.045
28 S 1.234 -3.117 -1.251
29 C 3.078 0.214 3.298
30 C 2.978 1.699 2.938
31 C 2.036 -0.115 4.375
32 C 4.477 -0.073 3.845
33 C 0.233 1.967 0.465
34 S 1.573 2.199 -0.509
35 C -3.338 1.211 2.668
36 C -3.960 -0.089 2.160
37 C -2.984 1.056 4.153
38 C -4.347 2.352 2.500
39 H 0.082 4.913 2.236
40 H 0.655 4.727 0.556
41 H 1.580 4.025 1.858
42 H -1.699 3.466 2.823
43 H -3.209 -4.592 0.420
44 H -4.275 -4.324 -1.684
45 H -3.295 -3.466 -2.904
46 H -4.565 -2.608 -2.070
47 H -0.588 -2.322 3.555
48 H 0.621 -3.306 2.748
49 H -0.157 -3.909 4.226
50 H -3.053 -3.052 3.532
51 H -2.542 -4.588 4.246
52 H -3.512 -4.579 2.772
53 H -0.044 -5.440 1.571
54 H -1.724 -5.981 1.547
55 H -0.812 -6.027 3.058
56 H 4.415 -2.049 2.224
57 H 4.639 -3.995 0.918
58 H 4.274 -3.564 -0.778
59 H 3.169 -4.603 0.100
60 H 1.980 1.936 2.571
61 H 3.686 1.964 2.151
62 H 3.187 2.310 3.820
63 H 1.033 0.110 4.007
64 H 2.220 0.474 5.277
65 H 2.069 -1.174 4.642
66 H 5.245 0.084 3.085
67 H 4.568 -1.094 4.220
68 H 4.684 0.602 4.677
69 H -3.262 -0.921 2.249
70 H -4.235 -0.009 1.107
71 H -4.856 -0.313 2.744
72 H -2.285 0.228 4.295
73 H -3.885 0.849 4.735
74 H -2.523 1.960 4.556
75 H -4.603 2.498 1.450
76 H -3.965 3.296 2.892
77 H -5.265 2.116 3.043
78 C -2.993 2.763 -1.224
79 N -1.664 2.970 -1.771
80 C -1.246 4.335 -1.512
81 C -1.664 2.659 -3.208
82 C -0.300 2.832 -3.827
83 C -0.037 4.010 -4.522
84 C 1.208 4.266 -5.075
85 C 2.207 3.313 -4.954
86 C 1.953 2.130 -4.275
87 C 0.709 1.877 -3.705
88 H -3.722 3.483 -1.639
89 H -2.965 2.890 -0.139
90 H -3.334 1.752 -1.439
91 H -1.890 5.068 -2.033
92 H -0.217 4.487 -1.832
93 H -1.310 4.533 -0.439
94 H -2.375 3.314 -3.745
95 H -2.012 1.634 -3.332
96 H -0.831 4.742 -4.622
97 H 1.391 5.196 -5.599
98 H 3.180 3.472 -5.402
99 H 2.720 1.365 -4.264
100 F 1.414 0.234 -6.409
101 C 0.781 -0.922 -6.576
102 F 1.687 -1.880 -6.776
103 F 0.030 -0.825 -7.684
104 S -0.305 -1.327 -5.143
105 O -1.133 -0.150 -5.020
106 O -0.904 -2.569 -5.519
107 O 0.653 -1.429 -3.995
108 C 4.933 0.807 -2.311
109 S 3.941 -0.562 -2.860
110 O 3.876 -0.491 -4.299
111 O 4.531 -1.743 -2.278
112 O 2.622 -0.251 -2.207
113 H 5.885 0.760 -2.835
114 H 5.082 0.706 -1.238
115 H 4.417 1.738 -2.532

As for the orbital gap: 6.96 eV. The energy above the lowest of the compared OMol25 structures with the same formula, charge and spin comes out at 3.4 kcal per mole. The charge is -1. The calculation puts the calculated total energy at -4845.0773 hartree.



C38H54BiF5N2OS2Sb | wB97M-V/def2-TZVPD

Atoms and positions in Å:
1 Bi -0.173 -0.322 -0.022
2 C 1.258 5.309 1.641
3 C 0.904 3.833 1.873
4 C 1.644 3.288 3.093
5 C 1.194 3.073 0.597
6 C 2.461 2.585 0.294
7 C 2.747 2.065 -0.961
8 C 1.780 2.010 -1.959
9 C 2.107 1.521 -3.343
10 C 0.498 2.454 -1.646
11 C 0.210 2.968 -0.386
12 H 1.043 5.901 2.532
13 H 0.685 5.719 0.808
14 H 2.319 5.411 1.405
15 H -0.172 3.775 2.062
16 H 2.712 3.499 3.031
17 H 1.514 2.209 3.189
18 H 1.270 3.762 4.001
19 H 3.251 2.631 1.033
20 H 3.751 1.720 -1.177
21 H 1.367 0.795 -3.686
22 H 3.096 1.065 -3.377
23 H 2.094 2.356 -4.047
24 H -0.274 2.433 -2.405
25 H -0.790 3.342 -0.181
26 F -5.528 -5.703 -0.646
27 C -4.402 -5.038 -0.439
28 C -4.308 -3.705 -0.790
29 F -5.337 -3.091 -1.374
30 C -3.142 -3.005 -0.532
31 F -3.123 -1.695 -0.812
32 C -2.022 -3.589 0.032
33 S -0.480 -2.839 0.435
34 C -2.133 -4.952 0.331
35 F -1.085 -5.587 0.846
36 C -3.300 -5.664 0.124
37 F -3.366 -6.950 0.441
38 C 2.158 -0.278 4.580
39 C 1.057 -1.251 4.132
40 C -0.203 -0.469 3.763
41 C 1.643 -2.151 3.055
42 C 2.035 -3.426 3.442
43 C 2.745 -4.255 2.591
44 C 3.182 -3.747 1.383
45 C 2.836 -2.468 0.954
46 C 3.569 -1.944 -0.276
47 C 4.422 -0.730 0.107
48 C 2.713 -1.647 -1.514
49 C 1.972 -1.704 1.760
50 O 1.484 -0.501 1.320
51 H 1.813 0.358 5.398
52 H 2.443 0.359 3.740
53 H 3.040 -0.825 4.912
54 H 0.795 -1.894 4.977
55 H 0.010 0.219 2.948
56 H -0.539 0.111 4.626
57 H -1.004 -1.155 3.473
58 H 1.789 -3.770 4.440
59 H 3.001 -5.263 2.886
60 H 3.834 -4.346 0.759
61 H 4.253 -2.743 -0.569
62 H 3.791 0.072 0.490
63 H 4.981 -0.363 -0.757
64 H 5.139 -1.005 0.881
65 H 2.204 -0.684 -1.427
66 H 1.980 -2.444 -1.663
67 H 3.349 -1.592 -2.399
68 C -5.304 0.462 0.070
69 C -4.372 1.343 0.882
70 Sb -2.519 0.464 1.660
71 C -3.358 -1.238 2.751
72 C -3.736 -0.988 4.204
73 C -2.148 2.177 2.963
74 C -3.044 2.332 4.184
75 H -6.234 1.000 -0.126
76 H -5.570 -0.452 0.601
77 H -4.870 0.198 -0.890
78 H -4.869 1.687 1.791
79 H -4.073 2.217 0.304
80 H -2.615 -2.033 2.671
81 H -4.229 -1.527 2.161
82 H -2.868 -0.707 4.800
83 H -4.155 -1.899 4.633
84 H -4.490 -0.205 4.294
85 H -2.284 3.012 2.272
86 H -1.100 2.144 3.255
87 H -4.102 2.245 3.932
88 H -2.888 3.318 4.622
89 H -2.812 1.588 4.944
90 C -3.592 -0.624 -5.105
91 N -2.484 -1.512 -4.849
92 C -2.294 -2.735 -5.625
93 C -1.006 -3.328 -5.034
94 N -0.784 -2.480 -3.864
95 C -1.583 -1.395 -3.869
96 S -1.450 -0.096 -2.813
97 H -3.535 -0.235 -6.123
98 H -3.546 0.204 -4.403
99 H -4.539 -1.153 -4.977
100 H -2.197 -2.494 -6.684
101 H -3.154 -3.396 -5.496
102 H -0.169 -3.259 -5.731
103 H -1.122 -4.370 -4.739
104 H 0.081 -2.493 -3.352

As for the orbital gap: 7.10 eV. The energy above the lowest of the compared OMol25 structures with the same formula, charge and spin comes out at 14.8 kcal per mole. The charge is +1. The calculation puts the calculated total energy at -3415.4746 hartree.